[1]
Entry from OMol25: a single C22H27ClN4O2 molecule (ωB97M-V/def2-TZVPD).

As for the largest force on an atom: 0.012 hartree/bohr. As for the lowest unoccupied orbital energy: 0.6 eV. The calculation puts the total energy at -1684.2385 Eh. The energy relative to the best compared isomer or geometry (same formula, charge and spin) is 33.3 kcal per mole. The calculation puts the HOMO-LUMO gap at 8.37 eV.

Positions of all 56 atoms, in Å:
C: -1.576 -1.954 2.205
H: -2.128 -2.815 2.587
H: -0.700 -2.314 1.662
H: -1.279 -1.303 3.025
O: -2.400 -1.168 1.364
C: -2.900 -1.790 0.280
N: -2.523 -3.030 0.029
C: -3.021 -3.642 -1.038
C: -3.920 -3.048 -1.899
C: -4.312 -1.739 -1.638
C: -3.789 -1.075 -0.544
C: -4.246 0.305 -0.168
O: -5.322 0.479 0.371
N: -3.416 1.316 -0.502
C: -2.104 1.158 -1.072
H: -1.989 0.143 -1.450
H: -1.996 1.848 -1.917
C: -1.016 1.497 -0.031
N: 0.289 1.268 -0.645
C: 1.394 2.005 -0.052
H: 1.316 3.052 -0.355
C: 2.728 1.451 -0.539
N: 2.910 0.115 -0.021
C: 4.148 -0.442 0.147
C: 4.326 -1.603 0.914
C: 5.580 -2.151 1.087
C: 6.704 -1.570 0.523
C: 6.529 -0.422 -0.229
C: 5.285 0.141 -0.430
H: 5.204 1.019 -1.048
Cl: 7.907 0.333 -0.959
H: 7.684 -1.993 0.664
H: 5.689 -3.045 1.684
H: 3.482 -2.070 1.395
C: 1.690 -0.627 0.193
H: 1.326 -0.506 1.225
C: 0.620 -0.145 -0.791
H: 0.986 -0.309 -1.811
H: -0.272 -0.758 -0.656
H: 1.870 -1.690 0.015
H: 3.529 2.093 -0.162
H: 2.750 1.471 -1.638
H: 1.386 1.963 1.051
C: -1.248 2.947 0.404
H: -0.533 3.241 1.172
C: -2.663 3.100 0.962
C: -3.703 2.665 -0.067
H: -4.707 2.669 0.361
H: -3.676 3.330 -0.938
H: -2.841 4.138 1.246
H: -2.770 2.478 1.853
H: -1.116 3.605 -0.458
H: -1.165 0.849 0.850
H: -5.018 -1.233 -2.279
H: -4.310 -3.585 -2.748
H: -2.671 -4.654 -1.187


[2]
Entry from OMol25: C22H27CoN4O6PS4Se as an isolated structure at a distorted geometry (ωB97M-V/def2-TZVPD).

As for the largest force on an atom: 0.021 hartree/bohr. As for the lowest unoccupied orbital energy (spin up / spin down): 3.3 / 3.3 eV. As for the net charge: -2. The calculation puts the total energy at -7243.3897 Eh. Its spin multiplicity is 2. The energy relative to the best compared isomer or geometry (same formula, charge and spin) is 1.5 kcal per mole. The calculation puts the HOMO-LUMO gap (spin up / spin down) at 3.63 / 3.61 eV.

Positions of all 66 atoms, in Å:
Co: 0.293 -0.095 0.072
C: 3.584 2.350 2.195
C: 2.304 1.803 1.576
S: 2.217 0.041 1.508
C: 1.351 2.630 1.103
C: 1.525 4.132 1.129
S: -0.162 2.113 0.362
H: 4.218 1.523 2.517
H: 3.387 2.980 3.070
H: 4.162 2.950 1.483
H: 2.413 4.450 1.678
H: 0.651 4.611 1.583
H: 1.598 4.515 0.105
C: -2.586 -3.933 -2.622
C: -3.759 -3.415 -1.805
C: -3.487 -3.460 -0.309
O: -4.158 -2.125 -2.291
P: -3.663 -0.661 -1.739
S: -4.742 -0.121 -0.196
S: -1.700 -0.651 -1.589
O: -4.174 0.204 -3.004
C: -3.970 0.014 -4.405
C: -2.612 -0.540 -4.800
C: -5.113 -0.825 -4.961
H: -2.336 -4.951 -2.306
H: -1.720 -3.284 -2.482
H: -2.838 -3.950 -3.686
H: -4.631 -4.042 -2.015
H: -2.622 -2.842 -0.063
H: -3.279 -4.494 -0.013
H: -4.338 -3.079 0.255
H: -4.054 1.027 -4.808
H: -2.462 -1.544 -4.400
H: -1.799 0.083 -4.430
H: -2.569 -0.582 -5.893
H: -5.049 -1.841 -4.572
H: -5.063 -0.853 -6.054
H: -6.073 -0.402 -4.660
Se: 0.144 -4.291 0.499
N: -0.832 -4.340 1.986
C: -1.082 -3.087 2.293
C: -1.838 -2.585 3.413
C: -1.962 -1.250 3.526
C: -1.369 -0.334 2.574
N: -0.696 -0.745 1.562
C: -0.527 -2.107 1.402
N: 0.173 -2.527 0.382
H: -2.290 -3.267 4.122
H: -2.532 -0.830 4.345
H: -1.472 0.744 2.650
O: 2.104 1.717 -2.579
C: 1.869 0.525 -2.449
O: 1.325 -0.141 -1.518
C: 2.274 -0.409 -3.604
C: 2.922 0.093 -4.721
C: 3.291 -0.743 -5.773
C: 3.013 -2.099 -5.715
C: 2.362 -2.577 -4.591
C: 1.985 -1.767 -3.541
N: 2.064 -4.033 -4.513
O: 2.423 -4.738 -5.446
O: 1.484 -4.448 -3.529
H: 3.123 1.157 -4.735
H: 3.796 -0.339 -6.642
H: 3.286 -2.778 -6.510
H: 1.469 -2.155 -2.676


[3]
Entry from OMol25: C22H27F4MnN3O4S as an isolated structure at a distorted geometry (ωB97M-V/def2-TZVPD).

As for the largest force on an atom: 0.032 hartree/bohr. As for the lowest unoccupied orbital energy (spin up / spin down): -9.2 / -9.6 eV. As for the net charge: +2. The calculation puts the total energy at -3267.7515 Eh. Its spin multiplicity is 4. The calculation puts the HOMO-LUMO gap (spin up / spin down) at 4.99 / 4.60 eV.

Positions of all 62 atoms, in Å:
Mn: -0.261 0.937 1.391
C: 1.828 2.984 0.524
C: 2.421 1.579 0.423
N: 1.388 0.512 0.225
C: 1.022 0.342 -1.231
C: 0.213 1.496 -1.850
C: 1.834 -0.813 0.782
C: 1.926 -0.734 2.303
N: 0.935 0.259 2.720
C: 0.919 0.795 3.951
C: 0.092 1.927 4.117
F: -0.573 2.314 2.996
C: -0.023 2.625 5.268
F: -0.794 3.677 5.327
C: 0.708 2.196 6.383
C: 1.530 1.085 6.276
F: 2.215 0.672 7.312
C: 1.647 0.383 5.097
F: 2.402 -0.675 5.056
H: 2.562 3.657 0.968
H: 0.950 3.016 1.175
H: 1.540 3.392 -0.442
H: 2.972 1.355 1.330
H: 3.118 1.515 -0.409
H: 0.477 -0.591 -1.315
H: 1.964 0.218 -1.766
H: -0.663 1.098 -2.359
H: 0.800 2.054 -2.577
H: -0.144 2.204 -1.107
H: 2.792 -1.080 0.344
H: 1.099 -1.552 0.485
H: 2.914 -0.448 2.649
H: 1.704 -1.701 2.751
H: 0.632 2.726 7.326
C: 2.174 -3.521 -3.592
C: 0.819 -2.859 -3.449
C: 0.426 -1.857 -4.335
C: -0.836 -1.284 -4.261
C: -1.706 -1.700 -3.262
C: -1.346 -2.698 -2.371
C: -0.079 -3.266 -2.468
S: -3.329 -1.006 -3.188
O: -3.685 -0.606 -4.510
O: -4.145 -1.881 -2.401
N: -3.164 0.379 -2.251
C: -4.086 0.555 -1.110
C: -3.551 -0.212 0.101
C: -2.196 0.251 0.430
O: -1.850 1.499 0.502
O: -1.213 -0.564 0.704
H: 2.956 -2.791 -3.808
H: 2.164 -4.220 -4.433
H: 2.448 -4.089 -2.703
H: 1.106 -1.554 -5.127
H: -1.155 -0.535 -4.981
H: -2.064 -3.050 -1.635
H: 0.198 -4.077 -1.799
H: -3.074 1.195 -2.849
H: -5.087 0.180 -1.304
H: -4.154 1.615 -0.890
H: -3.513 -1.276 -0.105
H: -4.200 -0.051 0.970


[4]
Entry from OMol25: an isolated ion of composition C22H27F4O2Si and charge +1 at a distorted geometry (ωB97M-V/def2-TZVPD).

As for the largest force on an atom: 0.042 hartree/bohr. As for the lowest unoccupied orbital energy: -3.9 eV. As for the net charge: +1. The calculation puts the total energy at -1693.7456 Eh. The calculation puts the HOMO-LUMO gap at 8.36 eV.

Positions of all 56 atoms, in Å:
C: 0.651 -2.778 4.444
C: -0.274 -1.561 4.368
C: -0.384 -0.836 3.034
C: -1.285 0.381 3.209
O: -1.794 0.748 1.827
C: -2.749 1.621 1.641
C: -2.865 2.872 2.427
O: -3.487 1.505 0.575
Si: -3.211 1.659 -1.208
C: -4.936 1.305 -1.757
C: -2.669 3.396 -1.591
C: -1.967 0.407 -1.768
H: 0.575 -3.210 5.448
H: 0.363 -3.554 3.728
H: 1.698 -2.504 4.280
H: -1.288 -1.874 4.648
H: 0.037 -0.826 5.120
H: 0.600 -0.483 2.697
H: -0.787 -1.510 2.266
H: -2.156 0.123 3.816
H: -0.747 1.242 3.630
H: -2.605 3.650 1.682
H: -2.047 2.821 3.158
H: -5.008 1.361 -2.854
H: -5.233 0.297 -1.435
H: -5.632 2.034 -1.319
H: -2.728 3.549 -2.684
H: -3.322 4.141 -1.111
H: -1.627 3.574 -1.286
H: -1.828 0.521 -2.858
H: -0.996 0.554 -1.274
H: -2.318 -0.616 -1.571
F: -7.439 6.382 1.193
C: -6.190 6.157 1.730
C: -5.375 7.255 1.980
C: -4.118 6.974 2.502
F: -3.213 8.003 2.625
C: -3.722 5.693 2.880
C: -4.607 4.618 2.692
C: -4.119 3.253 3.193
C: -5.153 2.168 3.466
C: -4.691 0.916 3.868
C: -5.593 -0.081 4.236
F: -5.101 -1.317 4.601
C: -6.971 0.100 4.255
C: -7.396 1.387 3.951
F: -8.748 1.647 4.016
C: -6.529 2.434 3.621
C: -5.811 4.839 2.015
H: -5.685 8.271 1.747
H: -2.742 5.515 3.330
H: -3.699 3.493 4.197
H: -3.622 0.759 4.018
H: -7.666 -0.703 4.506
H: -6.939 3.436 3.538
H: -6.476 4.009 1.756


[5]
Entry from OMol25: C22H27FeN5S4 as an isolated structure (ωB97M-V/def2-TZVPD).

As for the largest force on an atom: 0.006 hartree/bohr. As for the lowest unoccupied orbital energy (spin up / spin down): -5.7 / -6.0 eV. As for the net charge: +2. The calculation puts the total energy at -3984.3431 Eh. Its spin multiplicity is 5. The energy relative to the best compared isomer or geometry (same formula, charge and spin) is 0.4 kcal per mole. The calculation puts the HOMO-LUMO gap (spin up / spin down) at 8.12 / 7.86 eV.

Positions of all 59 atoms, in Å:
Fe: 0.127 0.725 -0.450
C: 0.884 1.869 2.959
C: 1.160 0.366 2.925
S: 1.978 0.003 1.364
C: 1.975 -1.792 1.181
C: 2.566 -2.071 -0.199
S: 1.736 -1.143 -1.533
C: 3.079 -0.155 -2.251
C: 3.535 1.049 -1.439
S: 2.151 2.207 -1.249
C: 2.590 3.119 0.257
C: 1.346 3.731 0.888
S: 0.083 2.553 1.460
H: 1.818 2.416 3.084
H: 0.252 2.113 3.812
H: 0.247 -0.225 2.995
H: 1.798 0.104 3.768
H: 0.954 -2.167 1.259
H: 2.588 -2.265 1.948
H: 2.473 -3.130 -0.432
H: 3.626 -1.816 -0.227
H: 2.687 0.159 -3.220
H: 3.920 -0.818 -2.453
H: 4.346 1.552 -1.966
H: 3.895 0.759 -0.451
H: 3.287 3.917 0.004
H: 3.092 2.438 0.945
H: 0.823 4.380 0.185
H: 1.623 4.359 1.735
N: -2.507 -1.433 2.675
C: -1.920 -0.433 2.024
N: -1.387 -0.533 0.840
C: -1.605 -1.726 0.131
N: -1.507 -1.749 -1.151
N: -1.204 -0.485 -1.634
C: -1.881 -0.060 -2.619
C: -1.692 1.349 -2.989
C: -2.327 1.891 -4.091
C: -2.166 3.246 -4.352
C: -1.379 3.992 -3.495
C: -0.776 3.358 -2.416
N: -0.922 2.066 -2.148
C: -1.980 -2.919 0.881
C: -1.925 -4.207 0.342
C: -2.360 -5.280 1.090
C: -2.868 -5.082 2.375
C: -2.934 -3.816 2.924
C: -2.481 -2.742 2.168
H: -2.942 -1.258 3.569
H: -1.888 0.524 2.538
H: -2.619 -0.680 -3.121
H: -2.937 1.265 -4.727
H: -2.650 3.704 -5.203
H: -1.225 5.050 -3.649
H: -0.143 3.926 -1.748
H: -1.553 -4.338 -0.665
H: -2.320 -6.278 0.678
H: -3.216 -5.928 2.951
H: -3.326 -3.662 3.920


[6]
Entry from OMol25: C22H27MgN4OS2 as an isolated structure at a distorted geometry (ωB97M-V/def2-TZVPD).

As for the largest force on an atom: 0.034 hartree/bohr. As for the lowest unoccupied orbital energy: -3.4 eV. As for the net charge: +1. The calculation puts the total energy at -2145.0590 Eh. The energy relative to the best compared isomer or geometry (same formula, charge and spin) is 15.2 kcal per mole. The calculation puts the HOMO-LUMO gap at 6.56 eV.

Positions of all 57 atoms, in Å:
Mg: 1.608 0.455 -1.029
C: 1.056 1.672 -4.377
C: 0.444 1.711 -3.016
N: 1.139 2.190 -2.022
N: 0.435 2.632 -0.961
C: 0.910 2.617 0.221
S: 2.331 1.779 0.762
S: 0.061 3.478 1.486
C: -1.715 3.257 1.032
C: -2.362 2.534 2.171
C: -1.934 1.252 2.507
C: -2.430 0.621 3.633
C: -3.371 1.249 4.432
C: -3.828 2.505 4.081
C: -3.326 3.146 2.961
C: -0.911 1.222 -2.811
C: -1.957 1.523 -3.679
C: -3.224 1.025 -3.458
C: -3.451 0.193 -2.369
C: -2.415 -0.159 -1.530
C: -1.119 0.332 -1.725
O: -0.134 -0.078 -0.949
H: 0.836 2.622 -4.869
H: 0.624 0.870 -4.968
H: 2.141 1.570 -4.334
H: -1.729 2.694 0.098
H: -2.141 4.246 0.875
H: -1.186 0.761 1.894
H: -2.063 -0.356 3.911
H: -3.740 0.761 5.323
H: -4.558 3.002 4.701
H: -3.677 4.135 2.706
H: -1.764 2.195 -4.502
H: -4.037 1.288 -4.118
H: -4.442 -0.197 -2.186
H: -2.589 -0.794 -0.675
C: 3.973 -3.195 0.286
C: 3.580 -1.801 -0.247
N: 2.157 -1.590 -0.065
C: 1.836 -1.540 1.354
C: 2.355 -2.813 2.058
N: 2.802 -3.755 1.002
C: 1.687 -3.994 0.052
C: 1.408 -2.667 -0.686
H: 4.818 -3.132 0.972
H: 4.236 -3.877 -0.525
H: 3.819 -1.721 -1.310
H: 4.115 -1.005 0.274
H: 0.754 -1.433 1.447
H: 2.285 -0.644 1.788
H: 1.578 -3.293 2.656
H: 3.202 -2.590 2.711
H: 3.071 -4.642 1.435
H: 0.818 -4.330 0.619
H: 1.974 -4.784 -0.643
H: 0.350 -2.403 -0.657
H: 1.698 -2.739 -1.736


[7]
Entry from OMol25: a 3-piece molecular cluster, C22H27N2O8P overall at a distorted geometry (ωB97M-V/def2-TZVPD).

As for the largest force on an atom: 0.028 hartree/bohr. As for the lowest unoccupied orbital energy: -0.7 eV. The calculation puts the total energy at -1907.1004 Eh. The energy relative to the best compared isomer or geometry (same formula, charge and spin) is 0.0 kcal per mole. The calculation puts the HOMO-LUMO gap at 9.06 eV.

Positions of all 60 atoms, in Å:
C: 1.010 1.656 1.138
C: 0.406 1.927 -0.016
C: -0.184 0.828 -0.859
C: -1.461 1.142 -1.620
P: -1.796 -0.457 -2.605
O: -0.701 -1.453 -2.483
O: -1.186 2.112 -2.651
C: -2.432 2.480 -3.095
O: -2.722 2.693 -4.219
O: -3.251 2.539 -2.043
C: -2.681 1.765 -0.901
C: -2.410 2.838 0.135
C: -3.835 0.866 -0.463
C: -3.533 0.000 0.778
C: -3.121 -1.445 0.477
H: 0.865 0.694 1.614
H: 1.674 2.361 1.614
H: 0.316 2.940 -0.386
H: -0.294 -0.084 -0.273
H: 0.568 0.585 -1.611
H: -3.006 -1.027 -2.194
H: -1.980 -0.051 -3.937
H: -3.343 3.295 0.450
H: -1.881 2.448 1.000
H: -1.784 3.613 -0.300
H: -4.240 0.289 -1.288
H: -4.617 1.571 -0.183
H: -2.784 0.496 1.393
H: -4.446 -0.040 1.370
H: -3.740 -1.867 -0.312
H: -3.257 -2.053 1.367
H: -2.075 -1.507 0.178
C: -0.446 -4.593 -4.247
C: -0.038 -4.500 -2.923
C: 0.390 -5.636 -2.253
C: 0.403 -6.844 -2.926
C: -0.004 -6.956 -4.243
C: -0.432 -5.817 -4.904
N: 0.872 -8.049 -2.223
O: 1.204 -7.931 -1.061
O: 0.900 -9.092 -2.845
H: -0.773 -3.702 -4.767
H: -0.055 -3.542 -2.423
H: 0.710 -5.580 -1.224
H: 0.013 -7.912 -4.743
H: -0.752 -5.885 -5.935
C: 4.355 5.254 6.233
C: 4.869 5.643 5.002
C: 4.820 4.774 3.924
C: 4.252 3.527 4.101
C: 3.739 3.119 5.318
C: 3.794 3.994 6.390
N: 4.182 2.607 2.954
O: 4.654 2.982 1.901
O: 3.648 1.530 3.127
H: 4.391 5.937 7.071
H: 5.306 6.624 4.881
H: 5.217 5.064 2.963
H: 3.304 2.137 5.428
H: 3.398 3.692 7.350


[8]
Entry from OMol25: C22H27N3O2 as an isolated structure at a distorted geometry (ωB97M-V/def2-TZVPD).

As for the largest force on an atom: 0.381 hartree/bohr. As for the lowest unoccupied orbital energy: 0.0 eV. The calculation puts the total energy at -1168.5680 Eh. The energy relative to the best compared isomer or geometry (same formula, charge and spin) is 492.9 kcal per mole. The calculation puts the HOMO-LUMO gap at 7.70 eV.

Positions of all 54 atoms, in Å:
C: -1.164 2.689 0.844
C: -0.336 2.625 2.048
C: 0.273 3.702 2.536
C: 1.105 3.852 3.705
C: 1.378 2.731 4.422
C: 0.557 1.688 4.107
C: -0.232 1.777 2.910
O: -0.778 0.391 2.520
C: -0.438 -0.861 2.982
C: 0.906 -1.241 2.356
N: 0.947 -0.974 1.195
C: 0.530 -1.571 0.099
N: 0.865 -0.865 -1.294
C: 1.352 0.180 -0.815
C: 2.038 1.180 -1.638
C: 2.589 2.373 -1.029
C: 2.930 2.322 0.192
C: 2.397 1.315 1.125
C: 1.637 0.060 0.544
H: 2.514 1.286 2.241
H: 3.561 3.002 0.818
H: 2.905 3.164 -1.507
H: 1.635 1.217 -2.646
C: -0.488 -2.655 0.062
H: -0.282 -3.393 1.175
H: 0.086 -3.590 -0.682
C: -1.670 -2.402 -0.642
N: -1.789 -2.209 -1.807
C: -2.221 -2.725 -2.878
O: -2.909 -3.801 -2.774
C: -1.798 -2.469 -4.214
C: -0.146 -2.600 -4.451
H: 0.246 -1.975 -3.772
H: 0.098 -3.530 -4.392
H: 0.058 -2.211 -5.506
C: -2.340 -1.034 -4.424
H: -1.510 -0.366 -3.865
H: -3.473 -0.645 -4.351
H: -2.026 -0.647 -5.514
H: -2.413 -2.957 -4.844
H: -1.111 -1.300 -2.215
H: -2.558 -3.216 -0.348
H: -2.209 -1.609 0.128
H: 1.722 -0.573 2.908
H: 1.086 -2.322 2.707
H: -1.280 -1.542 2.317
H: -0.566 -0.886 3.864
H: 0.622 0.720 4.553
H: 1.763 2.616 5.510
H: 1.550 4.860 4.206
H: 0.283 4.683 2.004
H: -2.093 2.282 1.110
H: -1.107 3.441 0.332
H: -0.694 2.011 0.089